Record 1
Entry from the Open Molecules 2025 dataset: 5 unconnected molecules or ions with the total composition C22H37NO14 (wB97M-V/def2-TZVPD).

Results
E = -1968.52869 a.u.
Gap between HOMO and LUMO = 9.619 eV
Energy relative to the best compared isomer or geometry (same formula, charge and spin) = 0.0 kJ/mol
Structure (SMILES) = O=[N+]([O-])c1ccccc1.CCOC(=O)OC.CCOC(=O)OC.CCOC(=O)OC.CCOC(=O)OC
Max |F| = 0.0354 Eh/bohr

Element x y z (Å)
O (0.756, -0.979, 3.865)
O (5.144, -0.371, 1.211)
O (-1.395, 0.603, -4.504)
O (-3.372, 3.141, 3.818)
O (-2.423, -3.928, -9.308)
O (4.233, -1.265, -0.665)
O (-1.627, 3.757, 2.554)
O (5.862, 0.238, -0.792)
O (-1.569, 3.724, 4.823)
O (-1.832, -3.213, -7.255)
O (1.070, -1.834, 5.814)
O (-2.930, 1.409, -3.238)
O (0.820, 0.404, 5.636)
O (-3.648, -4.328, -7.436)
N (-1.776, 1.075, -3.450)
C (4.068, -0.798, 2.068)
C (-0.679, -2.560, -7.804)
C (0.431, 0.642, -2.469)
C (4.987, -0.522, -0.112)
C (-2.622, -3.845, -8.126)
C (0.394, 0.081, 2.990)
C (-2.136, 3.569, 3.635)
C (0.283, -2.301, -6.658)
C (3.719, -2.271, 2.089)
C (-0.818, 1.249, -2.370)
C (-0.247, 4.301, 4.867)
C (-5.547, 2.393, 3.100)
C (1.276, 0.727, -1.384)
C (0.928, 1.445, -0.245)
C (-0.311, 2.076, -0.177)
C (0.864, -0.700, 5.161)
C (-4.246, 3.062, 2.705)
C (-1.169, 1.999, -1.267)
C (1.077, -1.698, 7.237)
C (6.829, 1.036, -0.092)
C (-1.109, 0.328, 3.021)
C (-4.630, -5.062, -8.112)
H (-4.563, -6.144, -7.994)
H (6.461, 1.517, 0.805)
H (-1.463, 0.656, 4.001)
H (2.224, 0.201, -1.381)
H (3.204, -0.183, 1.789)
H (-4.465, 4.022, 2.229)
H (0.681, 0.055, -3.341)
H (2.633, -2.371, 2.157)
H (1.043, 0.946, 3.123)
H (1.788, -0.935, 7.545)
H (0.195, 4.383, 3.872)
H (4.124, -2.819, 2.937)
H (0.344, 3.647, 5.494)
H (-0.408, 5.337, 5.168)
H (7.694, 0.390, 0.053)
H (-5.625, -4.778, -7.762)
H (1.227, -2.681, 7.664)
H (0.552, -0.333, 1.991)
H (4.321, -0.403, 3.051)
H (-0.517, 2.797, 0.605)
H (0.102, -1.329, 7.570)
H (-0.216, -1.678, -5.916)
H (-6.446, 3.010, 3.064)
H (7.133, 1.807, -0.799)
H (3.967, -2.781, 1.162)
H (-3.726, 2.505, 1.921)
H (-1.000, -1.581, -8.168)
H (0.606, -3.253, -6.237)
H (-5.712, 1.490, 2.517)
H (-2.132, 2.491, -1.253)
H (-0.281, -3.155, -8.619)
H (-1.397, 1.115, 2.324)
H (-1.591, -0.609, 2.745)
H (-4.638, -4.826, -9.180)
H (1.152, -1.736, -6.992)
H (-5.557, 2.101, 4.155)
H (1.635, 1.540, 0.568)

Cartesian forces (eV/Å) of the 3 atoms listed first:
0.2 -0.6 0.1
0.1 -0.1 0.1
0.2 -0.1 0.1

These are the Mulliken partial charges, in e, on atoms 1 to 6: -0.351 -0.414 -0.588 -0.296 -0.566 -0.544

***

Record 2
Entry from the Open Molecules 2025 dataset: 7 unconnected molecules or ions with the total composition C22H37O17S (wB97M-V/def2-TZVPD).

Results
E = -2537.87989 a.u.
Gap between HOMO and LUMO = 7.976 eV
Total charge = -1
Energy relative to the best compared isomer or geometry (same formula, charge and spin) = 27.9 kJ/mol
Max |F| = 0.0311 Eh/bohr

Element x y z (Å)
S (3.662, 2.539, 1.910)
O (-2.796, 0.592, 5.062)
O (-4.172, 0.211, -2.735)
O (4.340, -2.277, -1.248)
O (0.213, -0.321, 0.487)
O (5.050, 2.022, 1.770)
O (-2.643, 1.794, 3.183)
O (-3.211, -4.829, 0.051)
O (0.717, 4.277, -1.137)
O (-0.823, 1.345, 4.349)
O (1.924, 3.209, -2.669)
O (-3.461, -1.868, -3.118)
O (5.809, -3.593, -0.180)
O (2.626, 5.209, -1.874)
O (3.641, -3.599, 0.386)
O (-3.076, -3.013, 1.323)
O (-1.294, -4.308, 1.096)
O (-2.278, -0.533, -1.820)
C (-1.764, 3.413, 1.597)
C (-1.355, 3.696, -2.169)
C (-1.521, 2.086, 2.280)
C (1.829, 4.318, -1.902)
C (-2.165, 1.179, 4.262)
C (-2.565, -2.168, 3.499)
C (-2.065, -2.301, 2.066)
C (4.711, -3.193, -0.346)
C (3.611, 4.079, 0.968)
C (-0.101, 3.147, -1.519)
C (-1.532, -1.783, -1.756)
C (2.918, -1.981, -1.157)
C (0.797, 2.346, -2.466)
C (-2.582, -4.110, 0.741)
C (-0.342, 2.089, 3.222)
C (-1.850, -3.581, -3.534)
C (-2.496, -2.726, -2.487)
C (2.445, -2.979, -0.095)
C (-3.386, -0.645, -2.558)
C (2.296, -2.082, -2.541)
C (2.589, 1.619, 0.764)
C (-0.858, -3.250, 1.960)
H (-1.233, -4.343, -3.051)
H (-2.007, 2.866, -2.428)
H (0.251, 2.183, -3.395)
H (1.153, 1.425, -2.011)
H (1.321, -1.607, -2.456)
H (4.056, 4.884, 1.559)
H (-1.492, 1.224, 1.610)
H (-1.132, 4.264, -3.073)
H (-2.988, -3.369, -1.757)
H (2.584, 4.383, 0.776)
H (-1.927, 4.286, -1.453)
H (-1.792, -1.776, 4.159)
H (-1.218, -2.959, -4.174)
H (1.750, -3.747, -0.460)
H (-2.551, -4.114, -4.173)
H (2.386, 0.627, 1.156)
H (2.205, -3.137, -2.799)
H (-1.944, 4.186, 2.341)
H (2.782, -0.970, -0.767)
H (1.637, 2.142, 0.881)
H (-1.832, -1.339, 1.617)
H (-0.578, -3.648, 2.934)
H (0.509, 1.535, 2.825)
H (-0.001, -2.750, 1.514)
H (0.011, 3.090, 3.480)
H (-3.504, -1.624, 3.555)
H (-1.374, -1.932, -0.691)
H (2.861, -1.475, -3.244)
H (1.898, -2.501, 0.717)
H (-0.545, -1.677, -2.193)
H (-0.877, 3.654, 1.008)
H (-0.730, -0.208, 0.343)
H (3.013, 1.697, -0.233)
H (-2.611, 3.371, 0.913)
H (4.246, 3.943, 0.095)
H (-0.414, 2.574, -0.652)
H (-2.753, -3.185, 3.865)

Cartesian forces (eV/Å) of the 3 atoms listed first:
-0.2 -0.2 -0.4
-1.0 -0.7 1.1
-1.0 1.3 -0.2

These are the Mulliken partial charges, in e, on atoms 1 to 6: 0.493 -0.542 -0.582 -0.458 -0.087 -0.680

***

Record 3
Entry from the Open Molecules 2025 dataset: 2 unconnected molecules or ions with the total composition C22H38F3NO5PSi (wB97M-V/def2-TZVPD).

Results
E = -2221.94175 a.u.
Gap between HOMO and LUMO = 6.445 eV
Total charge = +1
Max |F| = 0.1870 Eh/bohr

Element x y z (Å)
P (5.797, 2.259, 1.801)
Si (0.022, -3.209, 0.769)
F (-6.869, 0.168, 0.020)
F (-6.855, -2.144, -0.627)
F (-8.727, -1.166, 0.292)
O (6.387, 1.850, 3.309)
O (-0.043, -2.816, -0.940)
O (5.795, 3.770, 2.073)
O (4.191, 2.018, 2.125)
O (5.864, 0.582, 1.431)
N (-5.615, -1.401, -3.322)
C (7.060, 0.152, 0.777)
C (0.127, -5.111, 1.074)
C (7.174, 2.801, 4.028)
C (3.307, 1.345, -0.036)
C (-7.369, 0.534, -2.892)
C (-1.521, -1.788, -2.789)
C (6.310, 3.657, 4.943)
C (-7.604, -0.895, -0.595)
C (-4.344, 3.512, -3.115)
C (-4.823, 2.462, -1.987)
C (1.532, -2.238, 1.504)
C (-3.042, -1.195, -2.871)
C (-3.800, 4.206, -4.094)
C (-1.526, -2.590, 1.761)
C (-1.312, -2.160, -1.201)
C (-5.840, -0.022, -2.901)
C (8.306, 0.343, 1.626)
C (3.256, 2.342, 1.108)
C (-3.205, 0.324, -2.443)
C (-4.665, 0.925, -2.461)
C (-8.232, -0.547, -2.032)
C (-4.277, -2.042, -3.334)
H (1.272, -1.105, 1.401)
H (8.171, -0.089, 2.625)
H (7.900, 2.248, 4.631)
H (-3.716, 4.926, -4.999)
H (2.513, 1.545, -0.760)
H (-0.805, -0.938, -3.113)
H (-2.156, -2.912, -0.947)
H (-7.786, 0.729, -3.945)
H (7.162, 0.692, -0.170)
H (-6.412, -2.006, -3.623)
H (5.998, 3.079, 5.819)
H (6.868, 4.533, 5.291)
H (-4.072, 2.597, -1.104)
H (-0.537, -5.331, 2.005)
H (-4.193, -3.150, -3.656)
H (6.939, -0.909, 0.546)
H (9.173, -0.133, 1.157)
H (4.264, 1.400, -0.559)
H (-2.283, 0.954, -2.112)
H (-1.607, -1.429, 1.701)
H (3.198, 0.322, 0.335)
H (-5.858, 2.720, -1.566)
H (-8.311, -1.509, -2.680)
H (-2.437, -3.110, 1.270)
H (5.390, 4.002, 4.461)
H (1.202, -5.487, 1.217)
H (-1.401, -1.157, -0.633)
H (-1.490, -2.949, 2.858)
H (-7.467, 1.543, -2.318)
H (3.437, 3.360, 0.746)
H (-0.374, -5.679, 0.188)
H (7.756, 3.418, 3.337)
H (1.620, -2.459, 2.637)
H (-1.394, -2.757, -3.392)
H (-9.322, -0.181, -1.884)
H (2.500, -2.432, 0.916)
H (8.538, 1.401, 1.756)
H (2.263, 2.323, 1.564)

Cartesian forces (eV/Å) of the 3 atoms listed first:
-3.9 -1.1 8.7
1.1 0.1 0.9
-1.5 -3.0 -1.8

These are the Mulliken partial charges, in e, on atoms 1 to 6: 1.045 0.508 -0.236 -0.254 -0.262 -0.370

***

Record 4
Entry from the Open Molecules 2025 dataset: 5 unconnected molecules or ions with the total composition C22H38F4N3O4S2 (wB97M-V/def2-TZVPD).

Results
E = -2521.25225 a.u.
Gap between HOMO and LUMO = 5.056 eV
Total charge = +1
Max |F| = 0.1424 Eh/bohr

Element x y z (Å)
S (4.849, 2.616, 1.480)
S (4.270, 0.359, -0.661)
F (-0.794, -0.068, -0.018)
F (-2.543, 1.308, -0.872)
F (-3.800, -1.237, -2.266)
F (-2.461, -2.479, -0.564)
O (7.383, -0.733, 1.622)
O (-0.451, 7.316, -0.646)
O (-2.435, -6.408, 4.875)
O (-4.759, -4.229, 2.033)
N (2.348, 4.159, -2.868)
N (3.111, 3.020, -0.771)
N (0.010, -0.690, -3.107)
C (8.109, -0.819, 0.404)
C (-2.567, 6.386, 0.015)
C (-3.439, -6.369, 5.878)
C (2.483, -0.318, -0.689)
C (-1.899, 1.235, -3.642)
C (-4.905, -3.294, 3.092)
C (0.584, -0.503, -4.527)
C (-5.431, -1.980, 2.552)
C (1.854, 3.739, -0.314)
C (4.046, 2.115, 0.047)
C (-1.167, 0.133, -2.620)
C (-2.982, -1.163, -1.000)
C (-1.350, 1.444, -5.206)
C (3.393, 3.249, -2.241)
C (2.299, -1.353, -1.945)
C (-1.454, 7.356, 0.357)
C (0.706, -1.744, -2.262)
C (8.734, 0.522, 0.079)
C (-1.799, 0.014, -1.111)
C (-4.551, -7.338, 5.536)
C (1.408, 4.475, -1.717)
C (-0.035, 0.545, -5.638)
H (6.693, -0.057, 1.505)
H (2.392, -0.954, 0.315)
H (-5.001, -7.087, 4.571)
H (-2.853, -6.161, 4.032)
H (-5.600, -3.713, 3.825)
H (-1.835, 8.379, 0.433)
H (1.744, 0.601, -0.707)
H (-2.830, 1.883, -3.350)
H (0.469, 5.175, -1.846)
H (-3.347, 6.402, 0.782)
H (-4.133, -3.851, 1.392)
H (-5.553, -1.249, 3.357)
H (-0.869, 7.564, -1.489)
H (4.338, 2.720, -2.704)
H (8.882, -1.584, 0.521)
H (-5.331, -7.323, 6.303)
H (7.426, -1.136, -0.390)
H (-2.176, 5.367, -0.071)
H (-4.160, -8.357, 5.450)
H (0.378, 0.670, -6.741)
H (9.301, 0.472, -0.854)
H (-4.748, -1.568, 1.802)
H (-6.397, -2.126, 2.058)
H (0.776, -2.713, -2.956)
H (-0.993, 7.088, 1.312)
H (9.405, 0.839, 0.885)
H (-1.917, 2.203, -5.899)
H (-2.977, -6.637, 6.833)
H (2.848, -2.375, -1.676)
H (-3.819, -5.346, 5.954)
H (-3.933, -3.158, 3.576)
H (0.115, -2.080, -1.310)
H (-3.017, 6.638, -0.951)
H (7.965, 1.295, -0.016)
H (-3.736, -0.757, -0.170)
H (1.531, -1.134, -4.888)
H (2.838, -0.930, -2.922)
H (1.361, 3.735, 0.749)

Cartesian forces (eV/Å) of the 3 atoms listed first:
-2.0 -1.2 -3.6
-1.3 1.5 0.6
-3.1 0.0 -3.6

These are the Mulliken partial charges, in e, on atoms 1 to 6: -0.061 -0.051 -0.233 -0.266 -0.278 -0.260